C33H46I2N9O3PTl | the ωB97M-V functional and the def2-TZVPD basis

HOMO in eV: -4.088
Orbital gap in eV: 6.0
Net charge: -1
Energy relative to the best compared isomer or geometry (same formula, charge and spin) in kcal per mole: 14.69
2S+1: 1
E_LUMO in eV: 2.0

XYZ file:
```
95
C33H46I2N9O3PTl the ωB97M-V functional and the def2-TZVPD basis
Tl -1.1305 -0.2632 1.8316
O 2.4666 -2.5164 3.3679
C 1.5610 -2.1431 2.6157
N 0.4127 -1.5322 2.9471
C 0.0813 -1.3738 4.3270
C 1.0212 -1.2106 5.3476
C 0.6235 -1.0854 6.6688
C -0.7236 -1.1104 6.9946
C -1.6711 -1.2290 5.9943
C -1.2898 -1.3425 4.6565
N -2.2187 -1.2677 3.6018
C -3.4728 -1.6888 3.7382
O -3.9623 -2.4057 4.6174
C -4.4341 -1.1700 2.6686
C -5.7458 -1.6375 2.6753
C -6.6605 -1.0710 1.8068
C -6.2475 -0.0364 0.9783
C -4.9192 0.3506 1.0310
N -4.0230 -0.2170 1.8336
C 1.7957 -2.5433 1.1679
C 3.1184 -2.5640 0.7228
C 3.4050 -3.1092 -0.5083
C 2.3650 -3.6332 -1.2689
C 1.0887 -3.5693 -0.7492
N 0.7993 -3.0355 0.4411
H 2.0672 -1.2012 5.0971
H 1.3736 -0.9688 7.4418
H -1.0419 -1.0202 8.0264
H -2.7233 -1.2296 6.2344
H -6.0075 -2.4088 3.3852
H -7.6886 -1.4118 1.7910
H -6.9347 0.4650 0.3100
H -4.5596 1.1645 0.4071
H 3.8872 -2.1827 1.3788
H 4.4253 -3.1414 -0.8725
H 2.5387 -4.0897 -2.2346
H 0.2512 -3.9827 -1.3037
N -2.1425 0.5710 -0.5739
C -2.5939 -0.1765 -1.7365
C -3.1406 -1.5376 -1.3298
C -2.0911 -2.4482 -0.6986
N -1.8616 -2.2376 0.7386
H -2.8928 1.0754 -0.1166
H -1.4072 1.2385 -0.7724
H -1.7320 -0.3280 -2.3910
H -3.3460 0.3634 -2.3277
H -3.5306 -2.0346 -2.2232
H -3.9886 -1.4174 -0.6494
H -1.1297 -2.2933 -1.1903
H -2.3737 -3.4931 -0.8692
H -1.0583 -2.8109 1.0166
H -2.6674 -2.5162 1.2895
O 1.2819 0.0649 -0.4311
P 1.6309 1.1090 -1.4212
N 3.2685 1.3722 -1.4517
C 4.2202 0.3186 -1.0738
C 5.5470 0.7965 -1.6602
C 5.4022 2.3169 -1.6450
C 3.9499 2.5139 -2.0682
N 1.0847 0.6230 -2.9302
C 0.8563 -0.8023 -3.1694
C 0.2002 -0.7865 -4.5431
C 0.9619 0.3248 -5.2881
C 1.6277 1.1649 -4.1752
N 0.9779 2.6006 -1.2219
C 0.1478 3.3763 -2.1463
C -0.5788 4.3383 -1.2145
C 0.4758 4.6834 -0.1629
C 1.3402 3.4195 -0.0421
H 3.9139 -0.6521 -1.4636
H 4.2703 0.2274 0.0146
H 5.6493 0.4470 -2.6915
H 6.4061 0.4358 -1.0953
H 6.1030 2.8283 -2.3047
H 5.5443 2.6983 -0.6311
H 3.8701 2.5063 -3.1617
H 3.5397 3.4606 -1.7204
H 0.2553 -1.2315 -2.3717
H 1.8027 -1.3637 -3.2038
H -0.8522 -0.5177 -4.4362
H 0.2534 -1.7502 -5.0499
H 0.3009 0.9256 -5.9117
H 1.7258 -0.0990 -5.9407
H 1.4137 2.2302 -4.2628
H 2.7165 1.0379 -4.2175
H -0.5170 2.7197 -2.7096
H 0.7648 3.9379 -2.8626
H -1.4208 3.8338 -0.7352
H -0.9608 5.2152 -1.7366
H 0.0160 4.9530 0.7872
H 1.0840 5.5305 -0.4896
H 1.1287 2.8637 0.8698
H 2.4036 3.6676 -0.0424
I -1.4927 2.4503 2.1576
I -2.1839 5.6687 2.5201
```